1.
16
Properties=species:S:1:pos:R:3:lowdin_charge:R:1 method="wB97M-V/def2-TZVPD" total_charge=+1 e_above_lowest_kcal_mol=88.6 fmax_ev_per_a=4.4 homo_energy_ha=-0.491 homo_lumo_gap_ev=9.90 energy_ev=-7734.4214
N 1.879 0.883 0.032 0.1673
N -1.914 0.909 -0.019 0.0559
N 0.611 -1.622 -0.297 -0.0083
C -0.781 0.322 -0.421 -0.2352
C -0.515 -0.937 0.387 -0.2279
C 0.844 1.537 0.058 0.0830
H 1.578 -0.100 -0.085 0.0720
H 0.390 -2.180 -1.224 0.1683
H -1.427 -1.470 0.591 0.1207
H 0.931 2.558 0.274 0.0888
H -2.272 1.720 -0.500 0.1144
H -0.661 0.144 -1.539 0.1637
H -0.183 -0.658 1.360 0.1148
H -2.230 0.862 0.988 0.1533
H 2.778 1.066 0.319 0.1191
H 1.126 -2.161 0.314 0.0503

=====

2.
78
Properties=species:S:1:pos:R:3:lowdin_spin:R:1 method="wB97M-V/def2-TZVPD" s2=20.016 total_charge=-1 multiplicity=9 fmax_ev_per_a=10.6 homo_energy_ha="-0.104 / -0.241" homo_lumo_gap_ev="3.42 / 2.84" energy_ev=-232313.2239
Pt -4.796 4.017 0.743 0.8563
Rb -5.334 -1.869 -0.662 0.0157
Mn -0.581 0.385 3.690 4.7708
S -0.973 -3.128 4.200 0.0202
S -2.384 5.820 2.380 0.0108
S -6.815 2.580 -1.486 0.0067
S -1.910 -0.646 0.817 0.1036
S -1.794 1.751 1.236 0.2429
S -0.495 -3.941 6.266 0.0015
S 1.870 2.725 3.758 0.0168
S -2.085 5.976 -0.036 0.0113
S -4.546 1.856 -2.009 0.0054
S 2.519 0.574 2.959 0.0183
F -7.719 2.951 -0.146 0.0027
F -0.858 -1.822 1.321 0.0080
F -2.931 5.244 -1.165 0.0062
F -3.051 2.339 -1.798 0.0006
F -2.354 -2.981 3.426 0.0031
F 1.962 -0.928 2.722 0.0071
F -0.982 -3.746 7.786 0.0001
F 0.567 3.408 4.426 0.0060
F -3.150 4.763 3.406 0.0030
F -1.179 2.597 2.516 0.0493
O -1.458 -0.271 -0.546 0.1127
O 4.509 -2.944 -1.828 0.1580
O -0.261 -4.103 3.387 0.0078
O -0.582 -1.704 4.127 0.0724
O -2.880 7.152 2.787 0.0034
O 3.807 0.519 3.627 0.0100
O -4.701 2.215 -3.451 0.0046
O 1.925 3.369 2.429 0.0102
O 0.752 -3.139 6.191 0.0019
O 2.839 3.089 4.778 0.0111
O -2.263 7.417 -0.392 0.0057
O -7.221 1.140 -1.518 -0.0008
O -7.319 3.358 -2.587 0.0007
O -4.410 0.445 -1.765 0.0006
O -0.977 5.499 2.692 0.0106
O 2.510 0.906 1.511 0.0084
O -0.778 5.418 -0.395 0.0078
O -3.118 -1.480 0.877 0.0299
O -0.693 2.205 0.361 0.0962
O -0.322 -5.377 6.467 0.0003
O -3.125 2.343 1.136 0.1497
N -5.368 2.855 -0.897 0.0158
N -1.822 -3.588 5.574 0.0073
N 3.395 -2.843 -2.697 0.5834
N -3.130 5.162 1.148 0.0218
N -1.601 0.275 1.988 0.1803
N 1.254 1.073 3.713 0.0584
C 0.918 -2.347 -2.707 0.0022
C 1.247 -1.232 -3.729 0.0004
C 4.440 -0.592 -3.503 0.0284
C 1.931 -3.804 -1.017 0.0237
C 4.759 -2.735 -4.729 0.0129
C 2.229 -2.525 -1.841 0.0692
C 3.765 -1.910 -3.835 0.0393
C 2.481 -1.336 -0.830 0.0592
C 2.477 -1.689 -4.604 0.0001
H 5.326 -0.782 -2.897 0.0006
H 2.073 -2.537 -5.157 0.0004
H 1.831 -4.683 -1.654 0.0006
H 3.803 0.168 -3.050 0.0007
H 0.498 -3.214 -3.217 0.0006
H 4.794 -0.132 -4.426 0.0030
H 2.651 -0.915 -5.352 -0.0005
H 1.053 -3.596 -0.405 0.0006
H 3.180 -1.419 0.003 0.0038
H 2.655 -0.500 -1.507 0.0006
H 4.335 -3.671 -5.094 0.0004
H 4.503 -3.809 -1.412 0.0080
H 1.507 -0.281 -3.264 0.0001
H 2.748 -3.922 -0.305 -0.0002
H 0.057 -2.165 -2.064 0.0025
H 5.656 -2.999 -4.168 -0.0003
H 1.509 -0.963 -0.509 0.0082
H 0.307 -1.010 -4.233 0.0001
H 5.329 -2.316 -5.557 0.0007

=====

3.
153
Properties=species:S:1:pos:R:3:lowdin_charge:R:1 method="wB97M-V/def2-TZVPD" total_charge=+1 fmax_ev_per_a=9.0 homo_energy_ha=-0.391 homo_lumo_gap_ev=6.04 energy_ev=-155985.3451
I 3.079 3.570 0.353 0.7636
I 0.368 3.269 2.228 0.8335
Cl -2.893 1.576 1.910 0.7001
P 9.292 -3.869 1.575 0.7969
P -6.317 -3.114 8.428 0.7946
P 5.725 -0.075 -4.256 0.7868
P 1.637 5.228 -7.609 0.7933
F 0.557 -0.482 5.264 -0.0044
F 0.299 -3.477 4.685 -0.0579
F 2.502 -0.615 3.529 -0.0279
O 10.138 -3.320 2.981 -0.3270
O -6.094 -1.765 7.732 -0.2459
O -7.721 -3.092 9.295 -0.3007
O 9.515 -2.520 0.879 -0.2336
O 5.678 0.994 -3.156 -0.2504
O 2.066 5.109 -9.281 -0.2954
O 8.446 -4.418 0.170 -0.2967
O 4.882 0.967 -5.350 -0.3284
O -5.471 -2.565 9.834 -0.3281
O 1.208 5.346 -5.938 -0.3361
O 1.624 6.875 -7.704 -0.3020
O 3.038 4.721 -7.244 -0.2339
O -7.163 -3.663 7.023 -0.3042
O 7.084 0.101 -5.175 -0.2995
O -2.510 -0.039 -1.903 -0.1392
O 7.888 -3.847 2.442 -0.3078
O 6.567 -1.117 -3.162 -0.3077
N -0.602 0.922 0.332 -0.1227
N -3.019 1.751 7.330 -0.0702
N -4.574 3.675 -1.760 -0.0480
N -2.114 -1.460 -0.031 -0.0888
N -4.237 -2.510 -1.016 -0.0015
C -2.427 -0.440 -6.641 -0.1184
C 9.990 -1.966 3.383 -0.1418
C -3.805 -1.126 4.586 -0.1868
C 7.204 -3.816 -0.152 -0.1450
C 7.763 -4.812 3.470 -0.1231
C 1.278 -1.191 4.178 -0.0254
C -0.421 -0.139 1.432 -0.0596
C -8.405 -3.061 6.701 -0.1394
C 7.880 -0.761 -2.761 -0.1255
C -7.846 -4.057 10.323 -0.1197
C -4.025 0.337 5.312 -0.1835
C -2.276 -1.156 3.896 -0.2174
C -2.465 -1.756 2.418 -0.1518
C -2.743 -0.171 -0.426 -0.2387
C -3.577 -2.105 -4.170 -0.1069
C -2.063 1.201 0.250 -0.5184
C 7.061 -0.491 -6.460 -0.1193
C -2.574 0.275 -5.139 -0.3604
C -3.684 -0.470 -4.177 -0.2709
C -4.130 2.874 -0.517 -0.2699
C -0.444 -2.891 1.189 -0.1283
C 0.354 2.076 0.399 -0.7121
C -1.344 -1.483 1.265 -0.3053
C -2.827 -2.697 -0.415 -0.2312
C 5.156 2.360 -5.315 -0.1334
C -3.743 0.200 -2.645 -0.1799
C -5.619 -1.211 10.236 -0.1357
C -3.123 0.355 6.717 -0.2673
C 2.231 1.124 -1.395 -0.1725
C 1.959 1.660 0.140 -0.7434
C 3.057 5.985 -9.790 -0.1347
C 0.853 -3.031 2.114 -0.1331
C -2.886 1.863 -5.433 -0.1169
C 0.363 7.507 -7.588 -0.1215
C -2.493 2.556 -0.633 -0.1468
C 0.816 -2.512 3.644 -0.0418
C 2.196 5.763 -5.006 -0.1398
H 6.225 2.555 -5.206 0.0922
H -2.992 -3.532 0.382 0.1265
H 1.179 -4.179 2.134 0.1496
H -4.962 -0.572 9.640 0.0716
H -4.647 -1.431 3.834 0.1063
H -3.551 -0.349 7.548 0.1051
H -0.094 -2.950 0.049 0.1446
H -2.700 -2.921 2.540 0.1412
H 8.078 -1.214 -1.786 0.0839
H -2.634 -2.543 -3.630 0.0785
H 2.349 0.940 0.976 0.0827
H 3.837 6.201 -9.054 0.0860
H 1.834 1.874 -2.224 0.1056
H -0.456 6.798 -7.744 0.0826
H -4.945 -2.438 -0.252 0.0843
H -3.580 -2.573 -5.261 0.0833
H -1.514 0.176 -4.631 0.1360
H 7.918 -4.323 4.436 0.0908
H 6.256 -1.227 -6.548 0.0825
H 8.005 0.322 -2.670 0.0885
H 6.755 -5.230 3.442 0.0882
H 4.597 2.829 -4.501 0.0742
H -3.893 1.366 -2.848 0.0976
H -1.899 -0.057 4.005 0.0719
H 7.181 -2.753 0.103 0.0790
H -5.075 4.504 -1.369 0.0718
H -4.786 1.906 -0.516 0.1053
H 6.917 0.294 -7.209 0.0923
H 0.202 2.867 -0.485 0.1154
H 4.816 2.798 -6.257 0.0829
H 2.795 6.587 -5.400 0.0916
H 1.688 6.102 -4.099 0.0881
H -5.143 0.588 5.569 0.1203
H 0.296 8.303 -8.333 0.0923
H -5.313 -1.131 11.283 0.0934
H 2.592 6.917 -10.118 0.0854
H -2.105 2.529 -1.735 0.1258
H -1.659 -1.830 4.665 0.1150
H -1.922 2.284 -5.996 0.0862
H -4.748 -0.208 -4.650 0.1554
H -0.333 0.399 -0.558 0.1923
H 2.837 4.918 -4.740 0.0709
H -9.212 -3.582 7.221 0.0852
H 8.603 -1.156 -3.477 0.0896
H 8.491 -5.620 3.352 0.0846
H -3.527 -0.439 -7.097 0.0951
H -2.209 -3.213 -1.297 0.1402
H 8.019 -0.983 -6.641 0.0923
H 0.277 7.946 -6.590 0.0900
H 10.296 -1.886 4.430 0.0913
H -3.899 -0.057 -0.149 0.1518
H -6.656 -0.878 10.149 0.0911
H -0.406 0.339 2.496 0.0933
H -1.107 -3.860 1.403 0.1329
H -1.977 3.509 -0.131 0.1136
H -2.242 1.763 8.049 0.0731
H 0.706 -0.492 1.246 0.1364
H 1.738 0.056 -1.494 0.0827
H 3.525 5.510 -10.657 0.0969
H -7.118 -4.865 10.205 0.0837
H -3.849 -1.931 5.467 0.1202
H -4.375 -3.411 -1.557 0.0914
H -4.334 3.569 0.409 0.1170
H -8.569 -3.161 5.624 0.0925
H -3.017 2.524 -4.477 0.0603
H 7.040 -3.916 -1.229 0.0934
H -1.799 0.269 -7.366 0.0890
H -7.691 -3.568 11.289 0.0919
H -1.970 -1.517 -6.594 0.0755
H 10.647 -1.327 2.787 0.0852
H -2.714 2.451 6.608 0.0574
H -3.779 2.035 -6.207 0.1001
H -8.429 -1.998 6.956 0.0854
H -8.854 -4.475 10.295 0.0919
H -5.249 3.065 -2.310 0.0771
H -4.730 -0.186 -2.156 0.1259
H 8.953 -1.633 3.296 0.0865
H -4.585 -2.502 -3.668 0.0816
H -3.597 1.224 4.663 0.0704
H -3.492 -1.313 1.994 0.1115
H 6.397 -4.337 0.368 0.0805
H -2.003 0.002 6.528 0.1059
H 3.407 0.969 -1.493 0.0871
H 1.763 -2.479 1.572 0.1360

=====

4.
17
Properties=species:S:1:pos:R:3:lowdin_charge:R:1 method="wB97M-V/def2-TZVPD" e_above_lowest_kcal_mol=32.9 fmax_ev_per_a=2.2 homo_energy_ha=-0.284 homo_lumo_gap_ev=8.69 smiles="C=CN.NCN" energy_ev=-7758.6593
N -0.789 -2.454 1.337 -0.0051
N -0.723 1.605 -0.454 0.0403
N -0.384 -1.437 -0.841 -0.0190
C 0.178 2.630 -0.409 -0.3160
C 0.131 -1.711 0.519 -0.3719
C 1.519 2.537 -0.325 -0.0456
H 1.959 1.550 -0.289 0.0273
H 0.289 -0.766 1.056 0.0974
H -0.263 3.592 -0.161 0.0976
H -0.843 -3.420 1.039 0.0611
H -0.870 -2.264 -1.150 0.0609
H 2.186 3.345 -0.070 0.0285
H 1.109 -2.195 0.472 0.1066
H -1.567 1.778 0.059 0.0774
H 0.370 -1.311 -1.496 0.0651
H -0.570 0.609 -0.566 0.0264
H -1.732 -2.087 1.280 0.0687

=====

5.
9
Properties=species:S:1:pos:R:3:lowdin_charge:R:1 method="wB97M-V/def2-TZVPD" e_above_lowest_kcal_mol=66.7 fmax_ev_per_a=1.8 homo_energy_ha=-0.350 homo_lumo_gap_ev=9.16 smiles="O=C=O.CN=O" energy_ev=-9753.1989
O -1.292 -1.312 -0.321 0.1899
O -0.565 1.156 0.099 -0.0350
O -2.971 0.067 0.396 0.2253
N 0.504 1.081 -0.472 -0.0622
C 1.436 0.103 0.006 -0.0938
C -2.100 -0.581 0.041 -0.4878
H 2.439 0.432 -0.253 0.0803
H 1.218 -0.807 -0.564 0.0898
H 1.331 -0.139 1.067 0.0935

=====

6.
21
Properties=species:S:1:pos:R:3:lowdin_spin:R:1 method="wB97M-V/def2-TZVPD" s2=12.049 total_charge=+4 e_above_lowest_kcal_mol=0.0 multiplicity=7 fmax_ev_per_a=11.1 homo_energy_ha="-0.852 / -0.851" homo_lumo_gap_ev="9.02 / 4.25" energy_ev=-73814.7874
Ir -1.366 -0.521 0.138 2.3077
Tm 0.285 4.231 0.000 2.0315
Cl 1.955 2.546 0.102 0.0033
Cl -1.309 2.202 -0.174 0.2482
O -0.523 -1.685 -1.100 0.0937
O 3.188 6.558 0.116 -0.0002
O -3.403 0.679 1.916 0.0421
O 0.503 8.107 0.518 0.0001
N 0.312 -3.548 0.024 0.4630
N 0.683 -3.276 -2.223 0.4422
C -2.550 0.208 1.275 0.1018
C 0.383 6.950 0.389 -0.0016
C -0.644 -3.650 1.124 0.1210
C 2.134 6.069 0.101 -0.0010
C 0.151 -2.766 -1.062 0.0291
H 0.411 -2.869 -3.109 0.0096
H 1.575 -3.781 -2.054 0.0053
H -0.119 -3.631 2.072 0.0310
H -1.425 -2.897 1.074 0.0314
H 0.932 -4.336 -0.179 0.0048
H -1.171 -4.593 1.051 0.0372

=====

7.
14
Properties=species:S:1:pos:R:3:lowdin_charge:R:1 method="wB97M-V/def2-TZVPD" e_above_lowest_kcal_mol=125.9 fmax_ev_per_a=0.8 homo_energy_ha=-0.319 homo_lumo_gap_ev=9.50 smiles="CC1=C(CO)N1O" energy_ev=-9841.8204
O -1.095 0.650 -2.209 -0.0532
O 0.215 -1.543 1.852 -0.0836
N -0.463 -0.393 1.260 -0.0241
C -1.551 -0.305 -1.274 -0.2114
C 0.469 0.172 0.346 -0.2379
C -0.500 -0.447 -0.239 -0.0728
C 1.690 0.928 0.570 -0.0109
H 2.439 0.235 0.968 0.0924
H -2.411 0.116 -0.744 0.1309
H 2.052 1.405 -0.340 0.0820
H -1.884 -1.228 -1.767 0.1198
H 1.473 1.672 1.343 0.0972
H -0.221 -1.610 2.712 0.0749
H -0.213 0.347 -2.478 0.0969

=====

8.
15
Properties=species:S:1:pos:R:3:lowdin_charge:R:1 method="wB97M-V/def2-TZVPD" e_above_lowest_kcal_mol=122.2 fmax_ev_per_a=8.0 homo_energy_ha=-0.319 homo_lumo_gap_ev=9.72 energy_ev=-9867.3595
O -1.408 0.905 -1.004 -0.0672
N 1.315 -0.079 0.428 -0.0179
C 0.763 1.016 -0.018 -0.2614
C -0.803 -0.583 0.453 -0.1337
C -0.536 -0.360 -1.191 -0.0300
C -0.860 0.937 0.231 -0.2652
C 0.446 -0.817 1.113 -0.2529
C 0.962 0.110 -1.084 -0.0074
H 1.744 -0.139 -1.644 0.0957
H -1.658 -1.228 0.888 0.1754
H 1.428 1.862 0.176 0.1524
H 0.129 -0.657 2.109 0.1349
H -0.853 -0.941 -2.122 0.1562
H 0.710 -1.851 0.891 0.1429
H -1.380 1.826 0.775 0.1783

=====

9.
40
Properties=species:S:1:pos:R:3:lowdin_charge:R:1 method="wB97M-V/def2-TZVPD" e_above_lowest_kcal_mol=112.4 fmax_ev_per_a=5.1 homo_energy_ha=-0.311 homo_lumo_gap_ev=8.00 smiles="CS(=O)(=O)c1cccc(-n2cc(Cn3ccnc3CCF)nn2)c1" energy_ev=-40908.5824
S -0.913 1.355 -5.139 0.7520
F 4.244 2.190 3.414 -0.0081
O -0.422 2.550 -4.418 -0.3485
O -2.158 1.780 -5.893 -0.3747
N 0.297 -0.489 3.954 -0.0204
N 0.661 0.096 -0.210 0.0860
N 0.540 1.532 5.080 0.1091
N 1.078 -0.075 0.994 0.0887
N -0.386 -0.791 -0.451 -0.0454
C -0.880 -1.040 -1.732 -0.1690
C -0.934 -0.099 4.533 -0.0891
C 0.371 -1.070 1.541 -0.2684
C 2.539 0.836 4.093 -0.1375
C 1.154 0.592 4.334 -0.3007
C -0.520 -1.586 0.685 0.0114
C -2.297 -1.010 -4.222 -0.0776
C -0.727 1.023 5.267 -0.1650
C -1.201 -0.104 -4.017 -0.2466
C 0.421 0.800 -6.395 -0.0881
C -2.688 -1.939 -3.275 -0.0319
C -2.005 -1.862 -1.954 0.0334
C -0.530 -0.165 -2.801 -0.0023
C 0.464 -1.565 3.010 -0.0764
C 2.928 2.093 3.367 -0.2641
H -0.376 -2.273 3.133 0.1242
H 0.164 0.648 -2.664 0.1040
H 2.514 3.056 3.894 0.1571
H -1.157 -2.424 0.839 0.1225
H 2.976 0.899 5.135 0.1495
H -1.442 1.629 5.825 0.0990
H -2.406 -2.446 -1.192 0.0749
H -3.585 -2.509 -3.377 0.0968
H 2.999 0.007 3.572 0.1149
H 1.048 0.181 -5.805 0.0342
H 0.008 0.291 -7.255 0.0603
H -2.856 -1.077 -5.200 0.1317
H 1.012 1.636 -6.698 0.0516
H -1.904 -0.613 4.378 0.1179
H 2.619 2.087 2.407 0.0707
H 1.353 -2.149 3.243 0.1240

=====

10.
15
Properties=species:S:1:pos:R:3:lowdin_charge:R:1 method="wB97M-V/def2-TZVPD" total_charge=-1 e_above_lowest_kcal_mol=0.0 fmax_ev_per_a=0.6 homo_energy_ha=-0.142 homo_lumo_gap_ev=7.50 smiles="CC1=C(C)OP(=O)([O-])O1" energy_ev=-21728.7626
P -2.404 0.000 0.000 0.2916
O -3.113 0.000 1.296 -0.3340
O -1.224 -1.229 0.000 -0.1263
O -1.224 1.229 0.000 -0.1263
O -3.113 0.000 -1.296 -0.3340
C 0.023 0.667 0.002 -0.3656
C 0.023 -0.667 -0.002 -0.3656
C 1.169 1.628 0.000 -0.0308
C 1.169 -1.628 0.000 -0.0308
H 2.114 1.104 0.112 0.0604
H 1.052 2.337 0.820 0.0752
H 1.181 2.195 -0.932 0.0753
H 1.052 -2.337 -0.820 0.0752
H 2.114 -1.104 -0.112 0.0604
H 1.181 -2.195 0.932 0.0753

=====

11.
60
Properties=species:S:1:pos:R:3:lowdin_charge:R:1 method="wB97M-V/def2-TZVPD" e_above_lowest_kcal_mol=64.1 fmax_ev_per_a=6.2 homo_energy_ha=-0.345 homo_lumo_gap_ev=9.67 smiles="NC(N)=O.NC(N)=O.NC(N)=O.CCO.CCO.CCO.CCO" energy_ev=-35263.4652
O 5.734 4.550 -2.179 -0.0305
O 2.128 9.729 0.696 0.0038
O 3.257 -2.310 3.181 -0.0661
O -3.225 8.130 6.594 -0.0681
O 6.602 5.224 4.267 0.0220
O -0.416 3.683 6.063 -0.0899
O 1.421 4.097 2.634 -0.0871
N 1.320 7.633 0.685 0.1575
N 1.961 8.407 2.530 0.1645
N 5.818 5.742 2.256 0.1759
N 6.884 3.619 -3.893 0.1534
N 7.455 4.287 2.448 0.1482
N 4.883 4.229 -4.262 0.1626
C 5.802 4.138 -3.372 -0.7530
C 3.693 -2.782 0.941 -0.1135
C -2.760 8.084 5.276 -0.3480
C 3.152 -1.778 1.886 -0.3600
C 2.186 2.902 0.675 -0.0919
C 1.166 5.326 6.923 -0.0765
C 6.633 5.132 3.058 -0.7873
C -3.863 8.513 4.337 -0.1033
C 0.390 4.046 7.161 -0.3246
C 1.841 8.669 1.273 -0.7845
C 1.550 2.798 2.025 -0.3196
H 2.503 1.909 0.357 0.0713
H 1.756 7.449 2.773 0.1043
H 1.294 7.645 -0.325 0.1225
H 7.555 4.356 1.445 0.0992
H 7.745 3.443 -3.396 0.1226
H 4.192 -2.250 3.387 0.0847
H -2.424 7.078 5.028 0.1069
H 2.015 5.229 6.246 0.0713
H 5.150 4.076 -5.223 0.1134
H -4.215 9.533 4.486 0.0785
H 2.039 2.098 2.702 0.1096
H 2.410 9.076 3.140 0.1280
H -0.511 2.728 6.089 0.0786
H 0.945 3.150 7.439 0.1115
H 7.947 3.561 2.949 0.1145
H 0.582 2.314 1.893 0.1042
H -4.691 7.818 4.471 0.0716
H 0.613 6.198 6.575 0.0694
H 0.890 4.014 3.429 0.0615
H 4.069 4.789 -4.050 0.1292
H -0.313 4.139 7.988 0.1043
H 2.139 -1.512 1.583 0.1162
H -4.125 7.796 6.574 0.0757
H 3.549 -2.495 -0.101 0.0733
H 1.574 5.740 7.845 0.0730
H 3.789 -0.899 1.789 0.1063
H 3.059 -3.665 1.022 0.0802
H -1.965 8.802 5.075 0.1115
H 3.104 3.472 0.815 0.0681
H 4.752 -3.010 1.055 0.0789
H 6.850 3.388 -4.875 0.1041
H 1.752 3.435 -0.171 0.0765
H 5.933 5.413 1.308 0.1043
H 5.082 6.380 2.521 0.1213
H 1.270 6.777 1.218 0.0953
H -3.555 8.506 3.292 0.0746